No. 1
The following is a quantum chemistry calculation of C31H32CoOPS3 as an isolated structure, from the Open Molecules 2025 dataset.

Each line ends with the Löwdin spin population.
CARTESIAN COORDINATES (ANGSTROEM)
Co1 0.618 0.802 -0.173  -0.01
C1 2.616 -1.068 -1.901  0.00
C2 3.353 0.199 -1.481  0.00
S1 3.285 0.305 0.322  0.00
C3 3.690 2.035 0.655  0.00
C4 2.585 3.038 0.325  0.00
S2 1.001 2.652 1.117  0.00
C5 -0.510 3.181 -1.643  0.03
C6 0.156 1.668 -3.028  0.08
S3 0.805 -0.998 -1.612  0.01
H1 3.041 -1.924 -1.365  0.00
H2 2.790 -1.234 -2.967  0.00
H3 2.856 1.077 -1.894  0.00
H4 4.397 0.175 -1.812  0.00
H5 4.631 2.281 0.148  0.00
H6 3.869 2.056 1.732  0.00
H7 2.455 3.101 -0.763  0.00
H8 2.915 4.021 0.678  0.00
H9 -0.002 3.952 -1.057  0.00
H10 -1.577 3.230 -1.394  0.00
H11 1.128 1.406 -3.452  0.00
H12 -0.586 1.000 -3.473  0.00
O1 0.398 -0.359 1.604  0.00
P1 -0.575 -1.447 1.903  0.00
C7 -0.199 -3.014 1.104  0.00
C8 -1.098 -3.715 0.316  0.00
C9 -0.692 -4.875 -0.337  0.00
C10 0.607 -5.331 -0.195  0.00
C11 1.508 -4.639 0.609  0.00
C12 1.108 -3.484 1.256  0.00
C13 -2.263 -1.012 1.455  0.00
C14 -3.290 -0.821 2.374  0.00
C15 -4.518 -0.323 1.954  0.00
C16 -4.713 0.002 0.620  0.00
C17 -3.685 -0.165 -0.298  0.00
C18 -2.459 -0.668 0.114  0.00
C19 -0.505 -1.832 3.667  0.00
C20 0.465 -1.183 4.419  0.00
C21 0.615 -1.492 5.768  0.00
C22 -0.205 -2.440 6.358  0.00
C23 -1.174 -3.093 5.606  0.00
C24 -1.317 -2.794 4.258  0.00
H13 -2.109 -3.350 0.189  0.00
H14 -1.388 -5.408 -0.973  0.00
H15 0.928 -6.221 -0.723  0.00
H16 2.527 -4.990 0.710  0.00
H17 1.817 -2.915 1.847  0.00
H18 -3.134 -1.044 3.422  0.00
H19 -5.315 -0.176 2.672  0.00
H20 -5.666 0.404 0.298  0.00
H21 -3.824 0.116 -1.335  0.00
H22 -1.643 -0.757 -0.597  0.00
H23 1.081 -0.432 3.935  0.00
H24 1.371 -0.987 6.356  0.00
H25 -0.088 -2.677 7.409  0.00
H26 -1.810 -3.837 6.068  0.00
H27 -2.053 -3.322 3.661  0.00
C25 0.080 1.779 -1.500  0.01
C26 -0.254 3.215 -3.185  0.07
C27 0.908 4.041 -3.598  0.21
C28 0.973 4.669 -4.803  0.02
C29 -0.131 4.655 -5.692  0.31
C30 -1.339 4.042 -5.280  0.02
C31 -1.424 3.407 -4.079  0.21
H28 1.744 4.094 -2.905  0.01
H29 1.871 5.211 -5.079  -0.01
H30 -0.071 5.159 -6.649  0.02
H31 -2.211 4.097 -5.924  -0.01
H32 -2.363 2.958 -3.765  0.01

HOMO (alpha / beta) = -3.38 / -3.45 eV
energy above the lowest of the compared OMol25 structures with the same formula, charge and spin = 4.6 kcal per mole
spin multiplicity = 2
Kohn-Sham gap (alpha / beta) = 0.217 / 0.219 hartree
total charge = -1

No. 2
The following is a quantum chemistry calculation of a 2-piece molecular cluster, C2H7S overall, from the Open Molecules 2025 dataset.

Each line ends with the Löwdin charge.
CARTESIAN COORDINATES (ANGSTROEM)
C1 3.990 -7.173 4.009  -0.05
H1 4.753 -6.405 4.076  0.01
H2 3.030 -6.926 3.575  0.01
H3 3.868 -7.533 5.036  0.01
H4 4.393 -8.039 3.478  0.01
C2 -2.360 2.034 -1.844  -0.73
S1 -1.142 3.397 -1.429  -0.15
H5 -1.750 1.131 -1.811  -0.04
H6 -3.353 2.060 -1.407  -0.03
H7 -2.474 2.182 -2.926  -0.05

HOMO = -1.83 eV
energy above the lowest of the compared OMol25 structures with the same formula, charge and spin = 18.9 kcal per mole
Kohn-Sham gap = 0.157 hartree
total charge = -1

no.,F_max (eV Å⁻¹)
1,0.68
2,2.55